The following is a DFT calculation (the ωB97M-V functional and the def2-TZVPD basis) of C18H41OP3SYb as an isolated structure.

Calculated values
* <S²>: 0.762
* total charge: +3
* 2S+1: 2
* E: -91580.509 eV
* LUMO (alpha / beta): -10.455 / -10.536 eV
* relative energy (zero: lowest compared OMol25 entry of this formula, charge and spin): 14.7 kcal per mole

```
65
C18H41OP3SYb | the OMol25 dataset | the ωB97M-V functional and the def2-TZVPD basis
Yb -0.634 -1.479 -1.464
P -0.021 2.022 2.470
P -3.496 -0.743 0.074
P 3.913 0.991 0.710
H 2.256 -0.542 -4.499
C 2.259 -0.843 -3.429
C 2.222 -2.366 -3.286
H 2.391 -2.950 -4.204
C -0.761 3.383 1.467
C -1.565 1.357 3.216
C 0.586 3.016 3.900
C -4.134 -2.395 -0.442
C -4.510 -0.509 1.596
C -4.468 0.290 -1.099
C 4.370 0.189 -0.816
C 5.303 1.331 1.773
C 2.899 2.419 0.375
H 3.092 -0.278 -2.999
H 2.841 -2.750 -2.444
H -1.066 4.218 2.110
H -1.633 2.998 0.922
H -0.021 3.744 0.740
H -1.760 1.844 4.181
H -1.426 0.280 3.379
H -2.416 1.512 2.539
H -0.277 3.345 4.493
H 1.162 3.883 3.549
H 1.231 2.372 4.513
H -5.082 -2.619 0.068
H -3.403 -3.169 -0.165
H -4.282 -2.425 -1.529
H -5.284 0.250 1.423
H -3.858 -0.173 2.414
H -4.984 -1.457 1.884
H -5.408 0.616 -0.635
H -4.682 -0.264 -2.022
H -3.875 1.178 -1.354
H 4.972 0.897 -1.412
H 3.472 -0.091 -1.382
H 4.943 -0.731 -0.630
H 6.083 1.872 1.226
H 5.716 0.393 2.160
H 4.966 1.910 2.639
H 3.520 3.134 -0.189
H 2.553 2.888 1.308
H 2.027 2.135 -0.234
C 0.934 -0.777 -2.800
C -0.093 0.172 -2.811
C -1.305 -0.268 -3.376
C -1.419 -1.597 -3.798
C -0.497 -2.599 -3.582
C 0.755 -2.305 -2.864
S 2.901 -0.397 1.925
H 2.004 0.481 2.318
H 0.043 1.176 -2.355
H -2.145 0.414 -3.554
H -2.281 -1.873 -4.408
H -0.723 -3.658 -3.793
H 0.759 -2.925 -1.898
C -0.730 -2.351 1.944
O -0.053 -2.375 0.660
H -1.798 -2.200 1.754
H -0.341 -1.517 2.545
H -0.573 -3.323 2.424
H 0.834 -2.766 0.772
```